a) A 2-piece molecular cluster, C4H8N2 overall, computed with ωB97M-V with the def2-TZVPD basis set.

Cartesian coordinates (Å):
C  2.603  0.471  0.096
C  1.110  0.304  0.130
C  3.858  -0.130  -0.021
C  -2.782  -0.563  0.708
N  1.835  1.475  0.078
N  -3.187  0.069  -0.550
H  3.749  -1.160  0.327
H  4.659  0.377  0.392
H  3.926  -0.049  -1.234
H  -3.315  -1.556  0.965
H  -2.403  -0.109  1.610
H  -2.760  0.949  -0.684
H  -4.132  0.456  -0.498
H  -3.161  -0.533  -1.319

* charge: +2
* LUMO energy (spin up / spin down): -9.20 / -12.42 eV
* Kohn-Sham gap (spin up / spin down): 0.414 / 0.203 Eh
* highest occupied orbital energy (spin up / spin down): -20.474 / -17.949 eV

Atom charges from the Löwdin analysis, given in e for atoms 1 to 8: number 1, C, carries -0.202; number 2, C, carries 0.352; number 3, C, carries 0.075; number 4, C, carries 0.112; number 5, N, carries 0.297; number 6, N, carries 0.178; number 7, H, carries 0.143; number 8, H, carries 0.109

b) An isolated ion of composition C4H8N2 and charge +2, computed with ωB97M-V with the def2-TZVPD basis set.

Cartesian coordinates (Å):
C  -0.142  1.341  -1.142
C  0.477  0.324  -0.365
N  0.003  -0.623  0.460
C  -1.235  -0.971  1.009
C  1.674  -1.171  0.379
N  1.880  -0.183  -0.364
H  -0.267  1.095  -2.112
H  0.545  2.129  -1.241
H  -1.104  1.609  -0.641
H  -1.161  -0.877  2.076
H  -1.459  -1.973  0.889
H  -1.948  -0.227  0.614
H  2.150  -2.136  0.535
H  2.816  0.265  -0.519

* charge: +2
* LUMO energy: -12.30 eV
* Kohn-Sham gap: 0.329 Eh
* highest occupied orbital energy: -21.267 eV
* SMILES: CC1=[N+](C)C=[NH+]1

Atom charges from the Löwdin analysis, given in e for atoms 1 to 8: number 1, C, carries 0.104; number 2, C, carries -0.087; number 3, N, carries 0.098; number 4, C, carries 0.051; number 5, C, carries 0.357; number 6, N, carries 0.247; number 7, H, carries 0.109; number 8, H, carries 0.125

Most stable of them? b).